1.
Density functional theory data (ωB97M-V/def2-TZVPD) for C11H22MgN6O5 as an isolated structure in a non-equilibrium geometry.

* LUMO level (spin up / spin down): -0.220 / -0.220 eV
* highest occupied orbital energy (spin up / spin down): -6.12 / -6.12 eV
* HOMO-LUMO gap (spin up / spin down): 0.2167 / 0.2167 hartree
* charge: 0

```
45
C11H22MgN6O5 (ωB97M-V/def2-TZVPD)
O -3.55 -0.75 1.80
H -4.12 -1.19 1.12
Mg -1.35 -0.42 0.46
N 0.14 1.79 -0.29
N -2.16 1.83 0.83
O 1.37 1.91 -0.90
O -3.30 1.89 1.42
C -0.38 3.01 -0.15
C -1.64 3.04 0.53
C 0.37 4.15 -0.70
C -2.44 4.21 0.95
H 0.39 4.06 -1.79
H 1.39 4.08 -0.33
H -0.07 5.10 -0.40
H -2.63 4.16 2.03
H -3.41 4.28 0.45
H -1.87 5.11 0.73
H 1.65 0.97 -1.00
H -3.63 0.16 1.39
O 0.09 -0.09 2.02
H 0.87 -0.15 1.41
H 0.22 0.79 2.40
C -1.22 -0.39 -1.51
H -0.48 -1.00 -2.01
H -1.46 0.64 -1.84
H -2.13 -1.03 -1.42
O 1.90 -0.17 -3.42
H 1.88 0.65 -3.94
H 1.87 -0.90 -4.06
N 0.72 -4.25 0.98
C -0.47 -4.54 1.63
C -1.18 -3.36 1.65
N -0.48 -2.39 0.94
C 0.71 -2.92 0.63
C 1.87 -2.24 0.05
N 2.01 -0.93 -0.19
C 3.25 -0.77 -0.77
C 3.92 -1.97 -0.79
N 3.04 -2.90 -0.28
H 1.42 -4.94 0.72
H -0.75 -5.52 1.94
H -2.09 -3.11 2.16
H 3.60 0.20 -1.11
H 4.91 -2.21 -1.14
H 3.20 -3.90 -0.17
```



2.
Density functional theory data (ωB97M-V/def2-TZVPD) for one molecule with the formula C11H22N2O3S in a non-equilibrium geometry.

* SMILES: CSCC[C@H](NC(=O)[C@@H](N)CC(C)C)C(=O)O
* LUMO level: 0.377 eV
* highest occupied orbital energy: -8.52 eV
* HOMO-LUMO gap: 0.3268 hartree
* charge: 0

```
39
C11H22N2O3S (ωB97M-V/def2-TZVPD)
C 4.14 2.54 -0.60
S 3.50 1.69 -2.03
C 2.96 0.14 -1.25
C 1.78 0.38 -0.33
C 1.29 -0.94 0.36
N -0.09 -0.71 0.90
C -1.18 -0.77 0.10
O -1.17 -0.65 -1.12
C -2.48 -0.99 0.82
N -2.25 -1.22 2.28
C -3.59 0.11 0.66
C -3.91 0.52 -0.74
C -4.34 -0.64 -1.65
C -5.07 1.55 -0.72
C 2.26 -1.26 1.49
O 3.28 -1.90 1.37
O 2.04 -0.51 2.58
H 4.43 3.57 -0.93
H 3.39 2.68 0.20
H 4.96 1.99 -0.18
H 2.69 -0.52 -2.11
H 3.85 -0.30 -0.81
H 0.95 0.83 -0.91
H 2.08 1.08 0.45
H 1.26 -1.76 -0.39
H -0.24 -1.08 1.83
H -2.83 -1.96 0.43
H -3.10 -1.71 2.62
H -2.32 -0.27 2.69
H -3.27 1.01 1.22
H -4.52 -0.24 1.12
H -3.01 1.01 -1.21
H -4.66 -0.28 -2.62
H -5.20 -1.19 -1.24
H -3.52 -1.29 -1.83
H -5.30 1.95 -1.72
H -4.74 2.40 -0.16
H -5.99 1.16 -0.25
H 1.10 -0.12 2.56
```



In the order shown, the computed energy above the lowest of the compared OMol25 structures with the same formula, charge and spin values come out to 0.039; 0.909 eV.
In the order shown, the computed E_tot values come out to -36384.18829; -31722.45428 eV.